The following is a DFT calculation (wB97M-V/def2-TZVPD) of C15H20MnNO4 as an isolated structure at a distorted geometry.

spin multiplicity	4
gap between HOMO and LUMO (alpha / beta)	6.9591 / 7.1906	eV
⟨S²⟩	3.9504
lowest unoccupied orbital energy (alpha / beta)	2.91 / 2.91	eV
net charge	-1
E_tot	-2090.02885	a.u.

Each line ends with the Mulliken charge.
Geometry (Å):
Mn 0.91 0.01 0.71  0.75
C 2.60 1.52 1.38  -0.36
C 3.14 1.25 0.08  -0.28
C 2.16 1.54 -0.89  -0.47
H 4.18 0.99 -0.09  0.46
C 0.98 2.03 -0.21  -0.16
C 1.27 2.05 1.21  -1.10
H 0.65 2.51 1.98  0.52
H 3.19 1.52 2.29  0.51
H 2.34 1.55 -1.96  0.40
H 0.15 2.57 -0.68  0.50
C 0.79 -1.56 2.32  -0.48
C 0.43 -0.24 2.77  -0.71
C -0.76 0.16 2.05  -0.68
H 0.90 0.28 3.60  0.48
C -1.14 -0.93 1.20  0.11
C -0.16 -1.96 1.34  -0.62
H -0.17 -2.92 0.82  0.40
H 1.56 -2.21 2.72  0.44
H -1.39 1.03 2.23  0.44
H -2.09 -1.02 0.69  0.49
O 0.00 -0.23 -0.98  -0.40
C -2.73 0.06 -1.98  0.76
C -1.61 -0.52 -2.72  -0.90
C -2.83 1.51 -1.81  -1.13
C -3.82 -0.81 -1.50  -1.41
C -0.49 -1.18 -1.87  -0.70
H -1.17 0.25 -3.38  0.31
H -2.01 -1.33 -3.37  0.39
H -0.91 -2.08 -1.36  0.17
H 0.33 -1.49 -2.55  0.34
H -3.35 1.98 -2.67  0.32
H -1.83 1.97 -1.73  0.13
H -3.41 1.74 -0.91  0.31
H -4.63 -0.93 -2.24  0.35
H -4.29 -0.36 -0.61  0.35
H -3.47 -1.82 -1.24  0.35
O 4.55 -2.27 2.45  -0.68
N 4.19 -1.23 1.86  0.84
O 4.81 -0.13 1.99  -0.64
O 3.15 -1.29 1.08  -0.42

The following is a DFT calculation (wB97M-V/def2-TZVPD) of one molecule with the formula C15H20N2O2.

gap between HOMO and LUMO	8.7962	eV
lowest unoccupied orbital energy	0.83	eV
E_tot	-843.53256	a.u.
relative energy (zero: lowest compared OMol25 entry of this formula, charge and spin)	247.07	kJ/mol
structure (SMILES)	C=CCN(CC=C)C(=O)Nc1ccc(OCC)cc1

Each line ends with the Mulliken charge.
Geometry (Å):
C -1.58 1.22 1.08  -0.97
C -1.56 -0.04 1.45  0.14
C -0.45 -0.66 2.25  -0.95
N 0.03 -1.92 1.72  0.14
C 1.33 -2.18 1.43  0.37
O 1.80 -3.30 1.43  -0.68
N 2.14 -1.08 1.19  -0.14
C 1.83 -0.01 0.32  -0.56
C 0.83 -0.10 -0.63  -0.43
C 0.54 0.96 -1.47  -0.11
C 1.26 2.15 -1.36  0.84
C 2.28 2.23 -0.42  -0.76
C 2.56 1.17 0.41  -0.38
H 3.36 1.25 1.14  0.44
H 2.85 3.15 -0.36  0.43
O 1.09 3.26 -2.13  -0.47
C 0.01 3.32 -3.05  -0.46
C -1.33 3.55 -2.36  -0.74
H -1.29 4.47 -1.78  0.28
H -2.11 3.65 -3.11  0.37
H -1.58 2.73 -1.70  0.10
H -0.02 2.41 -3.67  0.32
H 0.25 4.17 -3.69  0.32
H -0.24 0.84 -2.20  0.38
H 0.27 -1.02 -0.74  0.53
H 3.12 -1.31 1.23  0.33
C -0.85 -3.08 1.84  -1.09
C -1.39 -3.47 0.50  0.15
C -1.14 -4.63 -0.09  -0.80
H -1.53 -4.88 -1.06  0.27
H -0.53 -5.37 0.39  0.28
H -1.99 -2.72 0.00  0.20
H -0.27 -3.91 2.26  0.48
H -1.67 -2.83 2.52  0.37
H 0.39 0.03 2.33  0.42
H -0.83 -0.84 3.27  0.50
H -2.38 -0.70 1.22  0.27
H -2.42 1.64 0.54  0.33
H -0.77 1.90 1.30  0.30

The following is a DFT calculation (wB97M-V/def2-TZVPD) of one molecule with the formula C15H20N2O5S at a distorted geometry.

gap between HOMO and LUMO	9.2289	eV
lowest unoccupied orbital energy	0.41	eV
E_tot	-1467.52232	a.u.
relative energy (zero: lowest compared OMol25 entry of this formula, charge and spin)	123.08	kJ/mol
structure (SMILES)	COC(=O)c1ccc(NC(=O)C2CCN(S(C)(=O)=O)CC2)cc1

Each line ends with the Mulliken charge.
Geometry (Å):
C 8.47 -0.05 -0.05  -0.65
H 8.74 -0.63 -0.94  0.29
H 8.75 -0.62 0.84  0.29
H 8.98 0.91 -0.06  0.23
O 7.09 0.24 -0.05  -0.30
C 6.27 -0.83 -0.04  0.69
O 6.68 -1.97 -0.04  -0.61
C 4.84 -0.46 -0.03  0.10
C 4.42 0.87 -0.03  -0.84
C 3.08 1.17 -0.02  -0.70
C 2.12 0.15 -0.02  1.03
C 2.54 -1.18 -0.02  -0.30
C 3.88 -1.47 -0.03  -0.93
H 4.22 -2.50 -0.03  0.44
H 1.80 -1.97 -0.02  0.57
N 0.78 0.53 -0.01  -0.09
C -0.34 -0.26 0.00  0.22
O -0.32 -1.47 -0.01  -0.68
C -1.64 0.53 0.02  0.39
C -2.47 0.12 1.24  -0.69
C -3.83 0.81 1.21  -1.27
N -4.55 0.58 -0.02  0.15
S -5.41 -0.87 -0.08  1.13
O -5.37 -1.39 -1.41  -0.65
O -5.04 -1.72 1.01  -0.61
C -7.08 -0.25 0.23  -1.01
H -7.33 0.43 -0.57  0.32
H -7.08 0.25 1.19  0.32
H -7.75 -1.10 0.24  0.40
C -3.80 0.91 -1.21  -1.20
C -2.44 0.21 -1.25  -0.63
H -1.89 0.53 -2.14  0.45
H -2.60 -0.87 -1.31  0.31
H -3.67 2.00 -1.23  0.44
H -4.40 0.61 -2.06  0.50
H -3.71 1.90 1.33  0.53
H -4.45 0.44 2.02  0.48
H -2.63 -0.96 1.21  0.35
H -1.95 0.37 2.16  0.45
H -1.45 1.61 0.06  0.18
H 0.63 1.53 0.00  0.19
H 2.76 2.20 -0.02  0.32
H 5.16 1.66 -0.04  0.43

The following is a DFT calculation (wB97M-V/def2-TZVPD) of an isolated ion of composition C15H20N3O4S2 and charge +1 at a distorted geometry.

gap between HOMO and LUMO	7.8070	eV
lowest unoccupied orbital energy	-4.34	eV
net charge	+1
E_tot	-1844.83937	a.u.
structure (SMILES)	NC1=[N+](OC(=O)c2ccccc2)[C@@H](CC(=O)O)[C@H](S)N1CCCS

Each line ends with the Mulliken charge.
Geometry (Å):
N -2.01 0.76 2.17  -0.24
C -1.17 0.82 1.14  -0.46
N -0.16 1.76 0.96  0.17
C 0.83 1.67 2.09  -0.48
C 1.96 2.71 2.04  -0.90
C 3.36 2.19 1.65  -0.72
S 3.90 0.68 2.53  -0.18
C 0.33 1.63 -0.43  -0.13
S 1.66 0.37 -0.79  -0.06
C -0.93 0.99 -1.04  -0.55
C -2.03 2.04 -1.34  -0.58
C -3.20 1.50 -2.18  0.31
O -3.93 0.64 -1.77  -0.41
O -3.43 2.08 -3.41  -0.49
N -1.16 0.03 0.04  0.78
O -2.20 -0.87 -0.11  -0.18
C -1.73 -2.14 0.39  -0.06
O -2.18 -2.55 1.42  -0.44
C -0.68 -2.87 -0.40  0.49
C 0.59 -2.97 0.14  -0.16
C 1.62 -3.58 -0.52  -0.82
C 1.36 -4.12 -1.77  -0.31
C 0.10 -4.07 -2.32  -0.76
C -0.91 -3.44 -1.62  -0.03
H -1.77 0.55 3.12  0.24
H -2.98 1.01 1.99  0.25
H 0.25 1.87 3.00  0.41
H 1.17 0.63 2.17  0.41
H 1.68 3.47 1.29  0.30
H 2.02 3.24 2.99  0.39
H 3.49 2.06 0.57  0.35
H 4.07 2.97 1.93  0.44
H 3.67 -0.27 1.59  0.12
H 0.61 2.59 -0.87  0.46
H 1.81 -0.29 0.37  -0.06
H -0.80 0.48 -2.00  0.54
H -1.57 2.86 -1.90  0.36
H -2.47 2.49 -0.44  0.36
H -2.77 1.75 -4.03  0.35
H 0.77 -2.52 1.11  0.56
H 2.61 -3.62 -0.07  0.44
H 2.19 -4.58 -2.30  0.39
H -0.06 -4.51 -3.30  0.42
H -1.90 -3.42 -2.07  0.45

The following is a DFT calculation (wB97M-V/def2-TZVPD) of one molecule with the formula C15H20N4O2S.

gap between HOMO and LUMO	8.2089	eV
lowest unoccupied orbital energy	0.55	eV
E_tot	-1351.24866	a.u.
relative energy (zero: lowest compared OMol25 entry of this formula, charge and spin)	148.19	kJ/mol
structure (SMILES)	COC[C@H](C)/N=C1/NN=C(c2ccc(NC(C)=O)cc2)CS1

Each line ends with the Mulliken charge.
Geometry (Å):
C 3.38 -4.04 1.23  -0.79
H 3.49 -3.87 0.16  0.31
O 2.03 -4.01 1.62  -0.35
C 1.26 -5.01 1.00  -0.97
C -0.17 -4.93 1.55  0.56
N -0.93 -3.76 1.24  -0.57
C -0.61 -2.67 0.70  0.45
N -1.61 -1.74 0.59  -0.25
N -1.52 -0.42 0.34  -0.57
C -0.60 0.04 -0.43  0.60
C -0.55 1.49 -0.62  0.42
C 0.11 2.06 -1.71  -0.85
C 0.13 3.43 -1.88  -0.83
C -0.51 4.27 -0.96  1.03
C -1.18 3.70 0.12  -0.58
C -1.19 2.33 0.28  -0.66
H -1.71 1.89 1.12  0.43
H -1.67 4.34 0.83  0.51
N -0.45 5.64 -1.18  -0.17
C -0.99 6.67 -0.45  0.81
O -1.64 6.52 0.55  -0.61
C -0.68 8.02 -1.06  -1.31
H -1.08 8.09 -2.06  0.33
H -1.13 8.79 -0.44  0.35
H 0.39 8.18 -1.09  0.33
H 0.07 5.91 -2.01  0.18
H 0.64 3.86 -2.73  0.28
H 0.60 1.44 -2.45  0.35
C 0.38 -0.87 -1.09  -0.83
H 1.28 -0.36 -1.44  0.36
H -0.09 -1.40 -1.93  0.36
S 0.99 -2.12 0.11  -0.01
H -2.44 -1.98 1.12  0.33
C -0.99 -6.14 1.07  -1.50
H -0.54 -7.06 1.43  0.42
H -2.00 -6.06 1.44  0.39
H -1.02 -6.16 -0.02  0.34
H -0.10 -4.96 2.64  0.19
H 1.67 -6.00 1.22  0.56
H 1.26 -4.87 -0.10  0.36
H 3.88 -3.24 1.78  0.25
H 3.84 -5.00 1.49  0.33

The following is a DFT calculation (wB97M-V/def2-TZVPD) of one molecule with the formula C15H20N4O3S at a distorted geometry.

gap between HOMO and LUMO	8.8709	eV
lowest unoccupied orbital energy	0.54	eV
E_tot	-1426.48837	a.u.
relative energy (zero: lowest compared OMol25 entry of this formula, charge and spin)	323.70	kJ/mol
structure (SMILES)	COCCn1c(SCC(=O)N2CCCC2)nnc1-c1ccco1

Each line ends with the Mulliken charge.
Geometry (Å):
C 3.39 -0.57 2.94  -0.60
H 4.32 -0.76 3.47  0.28
O 3.68 -0.67 1.57  -0.43
C 2.56 -0.60 0.72  -0.06
C 2.13 0.86 0.45  -1.02
N 0.88 0.91 -0.24  0.28
C -0.32 1.27 0.31  0.09
N -1.29 1.13 -0.55  -0.14
N -0.77 0.65 -1.67  -0.76
C 0.53 0.52 -1.50  0.65
C 1.41 0.06 -2.54  0.37
C 2.78 0.06 -2.70  -0.34
C 3.03 -0.50 -3.97  -0.58
C 1.81 -0.80 -4.49  -0.57
O 0.83 -0.47 -3.64  -0.34
H 1.52 -1.24 -5.42  0.49
H 3.99 -0.65 -4.42  0.46
H 3.52 0.42 -2.01  0.50
S -0.51 1.87 1.95  -0.29
C -0.86 0.29 2.83  -0.70
H -1.66 0.50 3.53  0.53
C -1.21 -0.80 1.84  0.37
O -0.37 -1.63 1.52  -0.73
N -2.45 -0.80 1.35  0.15
C -2.83 -1.71 0.28  -0.68
C -3.92 -0.96 -0.46  -0.54
H -4.57 -1.62 -1.03  0.41
C -4.63 -0.23 0.67  -0.71
H -5.22 0.62 0.33  0.38
C -3.47 0.21 1.57  -0.59
H -3.76 0.25 2.62  0.35
H -3.10 1.19 1.25  0.29
H -5.29 -0.91 1.21  0.31
H -3.46 -0.24 -1.14  0.22
H -1.95 -1.94 -0.33  0.30
H -3.20 -2.65 0.71  0.38
H 0.05 0.01 3.37  0.42
H 2.90 1.38 -0.14  0.26
H 2.01 1.39 1.39  0.50
H 1.71 -1.15 1.14  0.27
H 2.85 -1.08 -0.21  0.29
H 3.03 0.43 3.21  0.25
H 2.64 -1.31 3.23  0.26

The following is a DFT calculation (wB97M-V/def2-TZVPD) of one molecule with the formula C15H20O3 at a distorted geometry.

gap between HOMO and LUMO	9.2562	eV
lowest unoccupied orbital energy	0.17	eV
E_tot	-809.15530	a.u.
relative energy (zero: lowest compared OMol25 entry of this formula, charge and spin)	470.87	kJ/mol
structure (SMILES)	C/C=C(/C)C(=O)O[C@@H]1C=CC(C)(C)C(C=O)=C1C

Each line ends with the Mulliken charge.
Geometry (Å):
O 0.04 -4.40 -0.54  -0.44
O 1.77 2.09 1.44  -0.66
O 0.30 0.81 0.19  0.00
C 0.59 -3.45 -0.15  -0.46
C 0.66 1.55 1.23  0.64
C 0.60 0.41 -2.09  -0.88
C 1.42 -1.12 -0.35  0.03
C -0.29 -0.56 -2.53  -1.14
C 0.42 -2.09 -0.79  -0.15
C -0.54 3.40 2.25  -0.46
C -0.46 2.12 1.83  0.78
C 2.80 -1.52 0.17  -1.61
C 1.23 0.32 -0.75  -0.07
C 0.44 4.55 2.18  -1.08
C -1.67 1.27 2.18  -1.55
C -1.91 -1.19 -0.86  -1.47
C -1.28 -2.87 -2.47  -1.71
C -0.70 -1.65 -1.67  2.86
H 1.40 -3.63 0.62  0.34
H 0.90 1.39 -2.59  0.33
H -0.68 -0.28 -3.51  0.30
H -1.45 3.65 2.78  0.30
H 2.79 -1.20 1.26  0.30
H 3.09 -2.57 0.06  0.49
H 3.39 -0.92 -0.46  0.41
H 2.14 0.88 -0.77  0.88
H 0.68 4.94 1.17  0.27
H 0.01 5.40 2.73  0.36
H 1.39 4.19 2.70  0.24
H -2.46 1.21 1.39  0.24
H -1.33 0.27 2.35  0.36
H -2.21 1.69 3.05  0.46
H -1.80 -0.20 -0.41  0.19
H -2.10 -1.87 0.03  0.29
H -2.82 -1.18 -1.45  0.48
H -1.92 -3.53 -1.88  0.36
H -0.46 -3.47 -3.03  0.33
H -1.96 -2.46 -3.29  0.44

The following is a DFT calculation (wB97M-V/def2-TZVPD) of a 2-piece molecular cluster, C15H20O4 overall at a distorted geometry.

gap between HOMO and LUMO	7.0824	eV
lowest unoccupied orbital energy	-1.84	eV
E_tot	-884.38317	a.u.
relative energy (zero: lowest compared OMol25 entry of this formula, charge and spin)	427.67	kJ/mol
structure (SMILES)	C=C[C@@H](CCC(C)C)OC=O.O=C1C=CC(=O)C=C1

Each line ends with the Mulliken charge.
Geometry (Å):
C -3.88 0.90 1.33  -0.72
C -3.31 0.46 0.21  -0.53
C -2.23 1.25 -0.45  0.20
C -1.08 0.46 -1.11  0.14
C -1.50 -0.78 -1.92  -1.06
C -0.51 -1.96 -1.89  0.86
C 0.06 -2.30 -0.52  -0.94
C -1.32 -3.20 -2.34  -1.68
O -2.83 2.21 -1.36  -0.35
C -2.39 3.45 -1.04  0.14
O -3.02 4.24 -0.47  -0.43
H -3.26 1.24 2.15  0.27
H -4.96 0.92 1.36  0.25
H -3.70 -0.46 -0.19  0.29
H -1.76 1.84 0.35  0.41
H -0.34 0.26 -0.34  -0.18
H -0.61 1.15 -1.81  0.31
H -1.56 -0.45 -2.96  0.22
H -2.49 -1.17 -1.68  0.40
H 0.27 -1.84 -2.65  0.31
H 0.73 -3.15 -0.64  0.46
H -0.70 -2.56 0.21  0.26
H 0.69 -1.51 -0.09  -0.02
H -1.85 -3.04 -3.28  0.38
H -2.08 -3.36 -1.57  0.39
H -0.71 -4.10 -2.34  0.43
H -1.36 3.71 -1.35  0.37
C 2.94 1.66 1.51  -0.33
C 4.11 2.05 1.99  -0.41
C 5.08 1.07 2.56  0.31
O 6.15 1.42 3.00  -0.54
C 4.67 -0.36 2.55  -0.37
C 3.50 -0.75 2.07  -0.37
C 2.54 0.23 1.51  0.31
O 1.47 -0.12 1.06  -0.45
H 2.22 2.36 1.09  0.44
H 4.42 3.09 2.00  0.40
H 5.39 -1.06 2.97  0.40
H 3.19 -1.79 2.06  0.43